The following is a DFT calculation (ωB97M-V/def2-TZVPD) of C5H5CoNO4 as an isolated structure.

Structure (XYZ):
```
16
Properties=species:S:1:pos:R:3:nbo_charge:R:1
C 0.163 2.710 -2.288 0.4370
H -0.464 0.947 2.479 0.4544
H 0.904 -2.112 2.274 0.2898
O 0.162 3.854 -2.464 -0.2443
H -0.843 -2.340 2.019 0.2890
C -1.337 -0.135 -2.224 0.4268
N -0.302 0.709 1.508 -0.7400
C 1.655 -0.142 -2.218 0.4299
C -0.043 -0.556 1.167 0.7285
H -0.246 1.458 0.833 0.3765
Co 0.160 0.647 -1.700 1.1576
C -0.066 -1.592 2.246 -0.7170
O -2.344 -0.696 -2.415 -0.2205
O 2.663 -0.702 -2.412 -0.2185
H -0.268 -1.152 3.223 0.2548
O 0.206 -0.898 -0.029 -0.7040
```

Properties
LUMO (alpha / beta) = -10.113 / -12.256 eV
2S+1 = 4
charge = +2
HOMO-LUMO gap (alpha / beta) = 9.47 / 7.27 eV
total energy = -52552.98107 eV
HOMO energy (alpha / beta) = -19.5835 / -19.5295 eV

---

The following is a DFT calculation (ωB97M-V/def2-TZVPD) of C12H30F4HgN4O12S4 as an isolated structure.

Structure (XYZ):
```
67
Properties=species:S:1:pos:R:3:nbo_charge:R:1
C -0.424 -0.220 -3.509 -0.2577
N -0.101 -0.984 2.160 -0.7268
C -1.266 -0.798 3.042 -0.2507
H 2.079 -2.124 1.314 0.1925
H 0.213 0.842 -5.281 0.1573
C 2.033 -1.982 -1.412 -0.2643
C -1.679 3.220 0.725 -0.2604
C 2.789 0.466 -5.233 -0.2556
C -1.064 -1.410 4.409 -0.0791
O 0.226 -1.061 4.885 -0.5523
H -1.419 0.272 3.179 0.2148
H 2.057 -1.230 -2.200 0.2158
O -4.477 0.597 -0.639 -0.8823
O -3.689 -2.850 -0.813 -0.8412
H 3.057 -2.072 -1.050 0.2043
C 0.560 0.002 -4.659 -0.0869
H 0.077 -2.265 6.660 0.1709
H -1.211 -2.493 4.436 0.1721
H -0.329 2.470 -3.478 0.1971
H 0.825 0.973 -2.616 0.4234
O 1.037 -1.663 -0.449 -0.6055
C 0.031 -2.380 1.682 -0.2622
O -3.301 -1.085 -2.487 -0.8678
S 2.980 1.487 0.199 2.4342
C -0.841 2.916 -1.451 -0.0806
O 3.519 2.804 -0.003 -0.8843
H -1.792 -0.909 5.056 0.1862
H 0.260 -3.066 2.501 0.2048
H 0.727 -0.917 2.752 0.4420
N -2.352 -0.632 -0.016 -1.2170
O 3.876 0.411 0.566 -0.8903
H 0.568 -0.796 -5.407 0.1891
O 2.122 0.550 3.151 -0.9002
O 1.838 0.374 -4.178 -0.5565
H 0.126 -0.634 6.944 0.1664
H -0.839 -2.760 1.142 0.2201
S 2.003 1.744 2.375 2.4131
F -1.483 -2.301 -1.484 -0.5125
F 2.609 1.224 -1.376 -0.5384
Hg -0.289 0.184 0.090 1.6251
H 2.573 1.220 -5.998 0.1729
H -1.365 3.822 -1.769 0.1921
H 3.707 0.838 -4.781 0.2069
H 0.179 3.237 -1.214 0.1887
H 1.585 -1.350 6.361 0.2004
H -2.249 2.787 1.541 0.2164
H -2.239 4.065 0.321 0.1829
S -3.843 -0.261 0.346 2.3925
H -0.258 -1.262 -3.236 0.2112
C -0.841 1.976 -2.648 -0.2546
H 1.708 -2.905 -1.902 0.1795
N -0.128 0.701 -2.373 -0.7039
H -1.888 1.863 -2.934 0.2215
H 2.976 -0.445 -5.803 0.1771
O -4.698 -1.168 1.065 -0.8535
H -2.162 -1.247 2.613 0.2240
H 1.342 -3.499 0.475 0.1934
H -0.747 3.577 1.170 0.1877
O -1.507 2.301 -0.354 -0.5776
C 1.213 -2.442 0.722 -0.0788
S -2.944 -1.674 -1.230 2.3683
N 1.543 1.389 0.725 -1.2308
H -1.464 -0.089 -3.793 0.2372
C 0.507 -1.362 6.211 -0.2527
O 2.848 2.861 2.629 -0.8277
F -3.485 0.873 1.446 -0.5267
F 0.581 2.287 2.882 -0.5033
```

Properties
LUMO = -0.847 eV
energy relative to the best compared isomer or geometry (same formula, charge and spin) = 341.18 kJ/mol
HOMO-LUMO gap = 9.33 eV
total energy = -101840.14934 eV
HOMO energy = -10.1735 eV

---

The following is a DFT calculation (ωB97M-V/def2-TZVPD) of a 2-piece molecular cluster, C5H5NO overall.

Structure (XYZ):
```
12
Properties=species:S:1:pos:R:3:nbo_charge:R:1
O 1.810 1.182 1.771 -0.4630
H -0.948 1.348 -0.195 0.2023
H 1.248 0.421 -0.834 0.1784
C 1.327 0.711 0.835 0.5407
C -0.134 -0.392 0.918 -0.3515
C 0.809 -0.168 -1.729 0.0181
C -1.232 0.373 0.222 -0.4024
C -0.563 -0.835 -0.297 -0.1494
H -0.029 -0.877 1.880 0.2688
H -0.838 -1.770 -0.759 0.2611
H -2.262 0.325 0.573 0.2213
N 0.775 -0.507 -2.842 -0.3246
```

Properties
LUMO = -0.693 eV
energy relative to the best compared isomer or geometry (same formula, charge and spin) = 514.40 kJ/mol
HOMO-LUMO gap = 8.26 eV
total energy = -8798.08763 eV
HOMO energy = -8.9511 eV

---

The following is a DFT calculation (ωB97M-V/def2-TZVPD) of a 2-piece molecular cluster, C2HN4 overall.

Structure (XYZ):
```
7
Properties=species:S:1:pos:R:3:nbo_charge:R:1
N -1.159 -1.244 -2.076 0.1225
N -1.789 0.581 1.485 0.0844
N -0.955 -0.976 -1.035 -0.1046
N 1.573 0.510 0.197 -0.3302
C -0.687 0.439 1.179 0.0658
H 2.468 0.373 -0.423 0.5539
C 0.551 0.316 0.673 0.6081
```

Properties
LUMO = -7.198 eV
energy relative to the best compared isomer or geometry (same formula, charge and spin) = 42.51 kJ/mol
charge = +1
HOMO-LUMO gap = 11.49 eV
total energy = -8040.32696 eV
HOMO energy = -18.6919 eV

---

The following is a DFT calculation (ωB97M-V/def2-TZVPD) of one molecule with the formula C9H11NO3.

Structure (XYZ):
```
24
Properties=species:S:1:pos:R:3:nbo_charge:R:1
H -0.361 4.578 -1.585 0.4890
C 0.426 2.716 -1.783 -0.0999
C -0.509 -0.289 0.404 -0.0885
O -1.558 1.770 0.160 -0.6731
H -0.095 2.638 -2.741 0.1822
H 1.336 -2.437 1.545 0.1766
H 2.463 -1.117 -1.062 0.2078
H -1.378 2.652 -0.284 0.5148
H -0.283 -2.908 0.775 0.1918
H 1.496 2.891 -1.926 0.2094
H -2.605 -1.773 2.880 0.2125
C 0.444 1.413 -1.034 0.0697
C 0.757 -2.485 0.589 -0.0943
H 1.924 -4.032 0.087 0.4745
H -2.590 -0.205 0.988 0.2265
C 0.618 -1.096 0.074 -0.0423
C -1.618 -1.446 2.414 -0.3877
C 1.593 -0.550 -0.797 0.0105
O -0.194 3.790 -0.997 -0.7547
N 1.539 0.687 -1.252 -0.3957
C -0.575 0.972 -0.205 0.3045
H -0.677 -1.858 2.844 0.1970
O 1.488 -3.232 -0.384 -0.7213
C -1.641 -0.678 1.291 -0.2092
```

Properties
LUMO = 0.490 eV
energy relative to the best compared isomer or geometry (same formula, charge and spin) = 224.04 kJ/mol
HOMO-LUMO gap = 8.87 eV
total energy = -17142.43861 eV
HOMO energy = -8.3752 eV

---

The following is a DFT calculation (ωB97M-V/def2-TZVPD) of a 4-piece molecular cluster, C2H13N2O3 overall.

Structure (XYZ):
```
20
Properties=species:S:1:pos:R:3:nbo_charge:R:1
O 0.735 -2.698 -2.055 -0.9638
H -0.881 1.709 -2.486 0.2317
H -1.200 2.635 -1.191 0.2272
C -1.211 1.516 -1.458 -0.4259
C 0.525 0.008 -0.983 0.4066
N 1.344 -0.746 -0.200 -0.7474
H 0.610 1.694 3.041 0.5182
H 0.909 -2.571 -3.051 0.4798
N -0.230 0.932 -0.536 -0.5352
H -0.538 0.903 0.569 0.4856
O 0.766 0.743 2.952 -1.0132
H -1.801 -0.612 2.434 0.4746
H 1.889 -1.443 -0.779 0.4501
H 0.764 0.004 -2.086 0.2253
H 1.485 -0.615 0.767 0.4284
O -1.427 0.217 2.211 -0.9646
H 1.441 0.231 3.404 0.5130
H -0.072 -3.243 -2.212 0.4924
H -2.133 1.172 -1.464 0.2153
H -0.975 0.165 3.124 0.5019
```

Properties
LUMO = -2.801 eV
energy relative to the best compared isomer or geometry (same formula, charge and spin) = 225.34 kJ/mol
charge = +1
HOMO-LUMO gap = 11.59 eV
total energy = -11400.00869 eV
HOMO energy = -14.3944 eV

---

The following is a DFT calculation (ωB97M-V/def2-TZVPD) of C5H4N3O4S as an isolated structure.

Structure (XYZ):
```
17
Properties=species:S:1:pos:R:3:nbo_charge:R:1
H 0.833 -0.476 -3.200 0.4220
C -1.138 0.009 0.207 0.0511
H -2.882 1.043 0.355 0.2479
O 0.456 -2.301 2.294 -0.3518
C -0.581 2.515 -1.541 -0.2315
O 1.637 -1.583 0.645 -0.3715
C -1.688 2.255 -0.767 -0.2984
H -2.249 3.108 -0.606 0.2541
O 2.660 -1.893 3.064 -0.1095
C -1.974 1.082 -0.113 -0.0393
N 2.212 -2.722 2.476 0.7916
C -0.485 -0.914 0.723 0.2096
N 0.291 0.153 -2.424 -0.8169
S 0.572 1.666 -2.514 0.8328
N 0.503 -1.565 1.229 0.3199
O 2.364 -3.805 2.126 -0.1337
H -0.529 3.428 -1.954 0.2234
```

Properties
LUMO (alpha / beta) = -5.641 / -7.094 eV
2S+1 = 3
charge = +1
HOMO-LUMO gap (alpha / beta) = 5.91 / 7.19 eV
total energy = -28723.77496 eV
HOMO energy (alpha / beta) = -11.5538 / -14.2860 eV